The following is a quantum chemistry calculation of the molecule C3H7NO2 in a non-equilibrium geometry, from the OMol25 dataset.

Structure (XYZ):
```
13
Properties=species:S:1:pos:R:3
C 1.321 -0.174 -0.306
H 2.182 -0.592 -0.821
H 1.972 -0.464 1.572
O 1.183 -0.735 1.026
C -1.365 0.407 0.792
O 0.302 -0.434 -2.347
H -0.620 -0.038 1.503
C 0.113 -0.319 -1.131
H 1.574 0.946 -0.304
H -1.284 1.525 0.809
H -1.884 -0.047 -1.276
H -2.397 0.132 1.052
N -1.097 -0.206 -0.568
```

Summary:
- lowest unoccupied orbital energy (eV) = 0.60
- HOMO level (eV) = -9.578
- energy above the lowest of the compared OMol25 structures with the same formula, charge and spin (kJ/mol) = 145.2
- HOMO-LUMO gap (eV) = 10.18
- SMILES = CNC(=O)CO
- 2S+1 = 1
- calculated total energy (eV) = -8809.02385

Results of the Mulliken charge analysis, in e, for atoms 1 through 6:
1 C -0.22
2 H 0.33
3 H 0.30
4 O -0.54
5 C -0.72
6 O -0.65